Formula: C17H37NO11P2
Source: the Open Molecules 2025 dataset
Level of theory: ωB97M-V with the def2-TZVPD basis set

Positions of all 68 atoms, in Å:
C 1.203494 -1.865017 2.894311
C 0.914994 -3.160727 2.168751
O 1.032274 -3.046827 0.726261
P -0.280156 -2.854837 -0.153849
O -1.188726 -1.722007 0.099521
O 0.330554 -2.974207 -1.636599
C -0.481346 -3.186177 -2.785209
C -0.968076 -1.831617 -3.318749
O -0.996676 -4.316467 0.162041
C -1.990686 -4.523607 1.140081
C -3.060446 -5.325037 0.375861
H 0.382734 -1.209787 2.602531
H 1.223344 -2.088137 3.961051
H 2.201164 -1.534047 2.605881
H 1.684124 -3.908167 2.363401
H -0.062536 -3.563027 2.434661
H 0.234744 -3.531647 -3.530839
H -1.242476 -3.951647 -2.634069
H -0.130166 -1.145217 -3.196819
H -1.399496 -1.890687 -4.317989
H -1.757886 -1.440567 -2.677359
H -1.550196 -5.182837 1.888061
H -2.365016 -3.586817 1.552871
H -3.560036 -4.516447 -0.157699
H -2.678896 -6.017527 -0.374449
H -3.767726 -5.825957 1.036881
C 2.461914 5.553043 1.454691
C 3.221574 4.228593 1.071101
O 2.207444 3.377523 0.519471
P 2.435404 2.719443 -0.990719
O 3.052964 3.612903 -2.024029
O 0.887784 2.500953 -1.333479
C 0.404594 1.883593 -2.503149
C -0.617436 2.766333 -3.257869
O 3.022234 1.263473 -0.749139
C 2.779554 0.406893 0.384831
C 4.025444 0.462933 1.314171
H 3.181404 6.291433 1.808531
H 1.918914 5.936573 0.590891
H 1.767104 5.280593 2.249121
H 4.114834 4.342983 0.457011
H 3.547134 3.801043 2.019421
H 1.239504 1.625453 -3.154599
H -0.178256 1.016083 -2.193599
H -1.456796 2.977593 -2.595339
H -0.192766 3.708523 -3.604339
H -0.918046 2.152793 -4.107159
H 1.886814 0.772423 0.892261
H 2.627764 -0.598217 -0.008619
H 4.154604 1.523413 1.530501
H 3.807054 0.057163 2.301971
H 4.979874 0.036823 1.004971
O -0.287806 3.409953 3.983051
C -0.667116 2.885593 2.918851
O -0.499576 1.557313 2.536541
C -1.012276 1.217593 1.251601
C -1.597216 2.591063 0.868641
O -1.361026 3.471033 1.899841
H -0.267676 0.756913 0.602411
H -1.793896 0.472763 1.401301
H -2.621696 2.447413 0.525261
H -1.141776 2.975073 -0.044159
C -4.310426 -1.368647 -1.358159
C -3.839836 -0.008057 -1.537159
N -3.365936 1.092023 -1.570309
H -4.842186 -1.706897 -2.247499
H -4.987026 -1.286017 -0.507579
H -3.492006 -2.008447 -1.028089

Forces on the atoms, in the same order (eV/Å):
-0.2 -0.9 -0.7
0.7 -0.6 -0.1
-0.4 1.2 -0.8
-0.3 -2.1 0.3
0.3 -0.3 0.0
-0.3 -0.3 2.3
0.3 0.8 -1.5
-0.6 -0.4 1.1
1.5 2.1 -1.4
-0.4 -1.8 -0.7
-0.6 1.3 0.4
0.4 0.6 0.4
-0.2 0.3 0.0
-0.3 0.4 0.0
-0.2 -0.1 0.4
0.1 0.0 0.0
-0.1 -0.5 0.1
-0.1 0.1 0.2
0.0 0.1 -0.6
0.5 0.0 -0.1
0.0 0.1 0.1
0.1 0.4 0.4
0.0 -0.1 0.1
-0.6 -0.4 -0.4
0.4 0.0 0.4
0.0 0.0 0.0
1.0 -1.1 -0.5
-1.0 1.4 1.1
0.7 -1.5 -2.2
-1.2 2.1 0.1
0.0 -1.9 1.8
0.4 0.3 1.4
-0.8 0.4 -0.9
0.9 -0.3 0.6
0.5 0.6 -0.8
1.2 0.0 0.3
-1.0 0.8 0.5
-0.1 0.1 0.1
0.1 0.0 0.1
-0.1 0.2 0.0
-0.3 0.1 -0.4
0.1 -0.3 0.0
-0.1 -0.2 -0.1
0.4 -0.4 0.0
-0.1 -0.1 -0.2
0.1 -0.1 0.0
-0.3 0.2 -0.1
0.1 -0.2 0.2
-0.2 0.1 -0.1
0.4 0.1 -0.1
-0.2 -0.3 -0.1
-0.4 0.0 -0.6
-1.4 -2.0 -4.1
0.4 0.0 1.2
1.3 0.5 2.0
-0.9 1.0 0.8
0.0 -1.4 -3.4
0.3 1.0 2.2
0.2 0.5 0.1
0.0 0.0 0.0
-0.4 0.5 1.0
0.5 0.1 0.2
-0.4 0.4 0.4
2.9 5.1 -0.1
-2.3 -4.9 0.0
0.1 -0.2 0.2
-0.3 -0.4 -0.1
0.1 0.0 -0.3

Values from the calculation:
Energy relative to the best compared isomer or geometry (same formula, charge and spin) in kcal/mol: 36.1
Kohn-Sham gap in eV: 10.50
E_tot in eV: -60823.44801

---

Formula: C3H3NOS3
Source: the Open Molecules 2025 dataset
Level of theory: ωB97M-V with the def2-TZVPD basis set

Positions of all 11 atoms, in Å:
S 0.539516 -0.612931 -2.804105
C -0.117486 0.813676 -2.400666
O -0.563983 1.109033 -1.100320
N -0.202711 0.061618 -0.277231
C -0.297110 0.460265 0.969193
C 0.133449 -0.523849 2.034343
S -0.329304 -0.394298 3.622849
S 1.064533 -2.008675 1.566511
H -0.231439 1.698565 -3.025528
H -0.849455 1.298630 1.243429
H 0.853991 -1.902034 0.171525

Forces on the atoms, in the same order (eV/Å):
-0.4 1.1 -0.6
0.2 -0.9 1.1
0.3 -0.4 -1.9
0.3 1.5 3.4
0.7 -3.7 -1.8
-0.3 -0.9 0.5
0.5 0.4 -1.6
-1.0 1.4 -1.3
-0.2 -0.2 0.1
-0.4 1.7 0.6
0.3 0.0 1.5

Values from the calculation:
Energy relative to the best compared isomer or geometry (same formula, charge and spin) in kcal/mol: 69.3
Kohn-Sham gap in eV: 7.68
E_tot in eV: -39199.43712